(1)
Molecular formula: C4H7NO
Method: DFT, the ωB97M-V functional and the def2-TZVPD basis

Structure (XYZ):
```
13
Properties=species:S:1:pos:R:3:forces:R:3
C 1.77925 0.38208 -0.32848 0.010 0.142 0.209
N 0.31965 0.45011 -0.45002 -0.163 0.325 0.341
C -0.66390 0.93675 0.55963 0.588 0.254 -0.161
C -0.48226 -0.51222 0.22827 -0.163 -0.279 0.176
C -1.56348 -1.24783 -0.46721 -0.224 -0.232 0.177
O -2.10860 -2.20348 0.03215 0.139 0.266 -0.390
H 2.22362 1.22179 -0.87291 -0.150 -0.032 0.238
H 2.18404 -0.52985 -0.79837 -0.516 0.214 0.119
H 2.13171 0.39578 0.71032 -0.055 0.045 -0.009
H -0.53897 1.13554 1.63419 0.937 0.113 -0.515
H -1.39072 1.62786 0.13437 -0.173 -0.635 -0.152
H 0.00546 -1.06805 1.03371 -0.232 -0.075 -0.067
H -1.88038 -0.81164 -1.43706 0.002 -0.105 0.035
```
Forces are in eV/Å.

Values from the calculation:
SMILES   CN1C[C@H]1C=O
Orbital gap   10.51 eV
Largest force on an atom   1.1 eV Å⁻¹
2S+1   1
Highest occupied orbital energy   -9.543 eV
Total energy   -286.53469 hartree
LUMO level   1.0 eV

***

(2)
Molecular formula: C4H7NO2
Method: DFT, the ωB97M-V functional and the def2-TZVPD basis

Structure (XYZ):
```
14
Properties=species:S:1:pos:R:3:forces:R:3
C 1.37532 0.00123 -0.82095 -0.134 -0.038 0.070
C 0.17031 -0.15085 -0.27593 0.169 0.148 -0.199
N -0.13511 -1.27474 0.60141 0.438 -0.304 0.161
O 0.82843 -1.89320 0.98160 -0.455 0.252 -0.158
C -0.99416 0.73458 -0.53159 0.179 -0.030 -0.189
C -2.37321 0.28277 -0.31269 -0.201 -0.177 -0.149
O -1.72936 1.14132 0.61351 -0.007 0.135 0.199
H 2.16648 -0.70786 -0.59724 -0.124 0.091 -0.048
H 1.59268 0.82369 -1.49590 -0.074 -0.110 0.103
H -0.81464 1.52278 -1.26450 -0.030 -0.121 0.130
H -3.17479 0.73709 -0.89447 0.145 -0.037 0.088
H -2.55011 -0.72965 0.04382 0.043 0.155 -0.052
H 3.03264 0.05314 2.04593 -0.016 -0.032 0.013
H 2.60552 -0.54028 1.90701 0.068 0.068 0.031
```
Forces are in eV/Å.

Values from the calculation:
SMILES   C=C(N=O)[C@H]1CO1.[H][H]
Orbital gap (alpha / beta)   8.55 / 8.55 eV
Largest force on an atom   0.6 eV Å⁻¹
2S+1   1
Highest occupied orbital energy (alpha / beta)   -9.397 / -9.397 eV
Total energy   -361.66130 hartree
LUMO level (alpha / beta)   -0.8 / -0.8 eV

***

(3)
Molecular formula: C4H7NO2
Method: DFT, the ωB97M-V functional and the def2-TZVPD basis

Structure (XYZ):
```
14
Properties=species:S:1:pos:R:3:forces:R:3
O 1.84447 -1.19555 1.18168 -0.099 0.213 0.261
C 1.15242 -0.07985 1.24369 0.381 -0.004 -0.232
C 1.01422 0.43600 -0.19230 0.082 0.099 0.037
N -0.39551 0.34771 -0.51355 -0.153 0.178 0.092
C -1.00735 -0.87724 -0.04238 -0.156 -0.153 0.093
C -1.16545 1.39932 -0.90986 -0.058 -0.088 0.074
O -2.37182 1.35841 -1.05222 0.433 0.049 0.015
H 1.89188 -1.55881 2.08097 0.148 0.063 -0.152
H -0.78436 -0.95582 1.03091 -0.290 -0.269 -0.208
H 1.33568 1.48307 -0.19322 -0.030 -0.087 -0.064
H 1.61976 -0.13546 -0.91466 -0.073 0.020 0.131
H -2.08467 -0.82307 -0.16839 0.033 -0.020 -0.150
H -0.58543 -1.74233 -0.56975 -0.160 0.108 0.097
H -0.56750 2.31075 -1.10248 -0.056 -0.111 0.006
```
Forces are in eV/Å.

Values from the calculation:
Orbital gap   9.32 eV
Largest force on an atom   0.4 eV Å⁻¹
2S+1   1
Highest occupied orbital energy   -8.886 eV
Total energy   -361.75110 hartree
LUMO level   0.4 eV

***

(4)
Molecular formula: C4H7NO2
Method: DFT, the ωB97M-V functional and the def2-TZVPD basis

Structure (XYZ):
```
14
Properties=species:S:1:pos:R:3:forces:R:3
C 1.66322 2.26249 -0.54742 -1.733 -1.426 2.765
C 0.88106 1.81620 0.29086 1.041 0.582 -2.162
C -0.14149 1.21752 1.10408 -0.555 0.152 2.021
N -0.89604 0.20688 0.83832 0.880 1.562 0.314
O -0.59947 -0.27538 -0.38894 -1.439 -1.051 -1.157
C -1.80370 -0.94912 -0.89609 1.838 0.192 -1.584
H 2.55231 2.50504 -1.05676 0.212 0.360 -0.519
H -0.33722 1.58743 2.14485 0.430 -0.097 -1.164
H -1.41708 -1.81823 -1.43452 -0.198 -0.049 0.176
H -2.30123 -0.31556 -1.64942 0.096 0.010 0.611
H -2.42861 -1.22993 -0.09120 -0.623 -0.180 0.776
O 1.75780 -1.96497 0.29666 -0.199 1.008 1.379
H 0.98151 -1.37466 0.21107 0.339 -0.473 -0.438
H 2.08894 -1.66773 1.17852 -0.089 -0.590 -1.017
```
Forces are in eV/Å.

Values from the calculation:
SMILES   C#C/C=N\OC.O
Orbital gap   9.89 eV
Largest force on an atom   3.6 eV Å⁻¹
2S+1   1
Highest occupied orbital energy   -9.649 eV
Total energy   -361.69189 hartree
LUMO level   0.2 eV

***

(5)
Molecular formula: C4H7NO2
Method: DFT, the ωB97M-V functional and the def2-TZVPD basis

Structure (XYZ):
```
14
Properties=species:S:1:pos:R:3:forces:R:3
C 1.84260 0.46015 -1.24915 0.065 0.056 -0.050
C 0.42145 0.39757 -0.75644 -0.137 0.154 -0.152
O -0.51246 0.83753 -1.38796 0.417 -0.169 0.197
C 0.19486 -0.19156 0.63855 0.028 -0.043 0.003
N -1.12401 0.13224 1.10987 -0.224 0.001 -0.080
C -2.15652 -0.76143 0.99329 -0.161 0.056 0.051
O -3.32718 -0.46089 0.98076 0.369 -0.148 0.058
H 2.50120 0.77272 -0.43301 -0.004 -0.048 -0.149
H 1.89995 1.17055 -2.07533 0.038 -0.129 0.082
H 2.18362 -0.52203 -1.59613 -0.101 0.096 0.081
H 0.96859 0.17771 1.32443 -0.121 -0.011 -0.125
H 0.32035 -1.28314 0.59901 -0.019 0.185 -0.043
H -1.41515 1.08022 0.89763 -0.044 -0.065 0.146
H -1.79730 -1.80963 0.95449 -0.106 0.066 -0.020
```
Forces are in eV/Å.

Values from the calculation:
SMILES   CC(=O)CNC=O
Orbital gap   10.54 eV
Largest force on an atom   0.5 eV Å⁻¹
2S+1   1
Highest occupied orbital energy   -9.872 eV
Total energy   -361.85436 hartree
LUMO level   0.7 eV

***

(6)
Molecular formula: C4H7NO2
Method: DFT, the ωB97M-V functional and the def2-TZVPD basis

Structure (XYZ):
```
14
Properties=species:S:1:pos:R:3:forces:R:3
C 2.30953 -0.34674 -0.69148 0.120 -0.111 0.023
N 1.29602 0.68963 -0.72619 -0.452 -0.128 -0.069
C 0.08771 0.36315 -0.63508 0.339 0.231 -0.140
C -1.09608 1.30054 -0.73959 -0.108 -0.314 -0.246
O -2.12160 0.51848 -0.55205 0.169 0.163 -0.134
C -1.75239 -0.85893 -0.26406 -0.163 -0.172 0.057
O -0.38417 -0.93566 -0.47585 0.049 -0.021 0.049
H 2.54430 -0.62181 -1.72675 0.006 0.003 0.144
H 3.22222 0.05508 -0.24407 -0.159 -0.035 -0.067
H 2.00380 -1.25291 -0.15528 0.031 0.138 -0.063
H -0.95828 2.14209 1.04914 0.047 0.080 0.310
H -0.82155 1.68302 1.62538 0.032 0.099 0.209
H -2.30465 -1.50088 -0.95161 0.091 0.021 0.060
H -2.00983 -1.06052 0.78162 -0.002 0.045 -0.134
```
Forces are in eV/Å.

Values from the calculation:
Orbital gap   9.28 eV
Largest force on an atom   0.5 eV Å⁻¹
2S+1   1
Highest occupied orbital energy   -9.336 eV
Total energy   -361.69359 hartree
LUMO level   -0.1 eV

***

(7)
Molecular formula: C4H7NO2
Method: DFT, the ωB97M-V functional and the def2-TZVPD basis

Structure (XYZ):
```
14
Properties=species:S:1:pos:R:3:forces:R:3
O 1.51401 -0.96397 -0.31088 0.146 0.138 0.154
C 0.10353 -0.91511 -0.25606 -0.228 0.048 -0.008
C -0.37402 -0.55836 1.14131 -0.154 -0.315 -0.030
O 0.10552 0.74154 1.51280 -0.395 0.073 0.370
C 0.06074 1.76142 0.67265 -0.009 -0.244 0.938
N -0.24485 1.50941 -0.63110 0.676 0.236 0.892
C -0.45431 0.14169 -1.20627 0.185 0.150 0.025
H 1.85402 -0.24000 0.23353 0.076 -0.097 -0.092
H -0.25137 -1.91782 -0.52238 0.003 0.222 -0.027
H -1.46568 -0.54145 1.20695 0.076 -0.154 -0.061
H 0.03450 -1.22787 1.89805 -0.090 -0.067 -0.129
H 0.57210 2.16220 -0.74192 -0.667 -0.426 -2.344
H -1.53327 -0.02712 -1.35754 0.339 0.298 0.151
H 0.02140 0.06453 -2.18592 0.043 0.139 0.162
```
Forces are in eV/Å.

Values from the calculation:
Orbital gap   9.41 eV
Largest force on an atom   2.5 eV Å⁻¹
2S+1   1
Highest occupied orbital energy   -8.669 eV
Total energy   -361.74379 hartree
LUMO level   0.7 eV

***

(8)
Molecular formula: C4H7NO2
Method: DFT, the ωB97M-V functional and the def2-TZVPD basis

Structure (XYZ):
```
14
Properties=species:S:1:pos:R:3:forces:R:3
O -1.14972 -0.52170 1.39599 0.081 -0.166 0.090
C -0.97858 0.02406 0.10090 0.061 0.140 -0.271
C -0.24807 -0.93410 -0.83423 -0.192 -0.014 -0.059
N 1.17529 -1.04535 -0.53051 0.185 0.386 0.237
C 1.72548 -0.08330 0.08573 -0.051 -0.347 -0.153
O 1.18896 1.07328 0.52268 0.016 -0.060 -0.013
C -0.17742 1.31766 0.17052 -0.204 0.059 -0.053
H -0.50152 -1.22514 1.52338 -0.029 0.107 0.045
H -1.97955 0.25080 -0.28706 0.151 -0.013 0.038
H -0.36558 -0.61336 -1.87710 0.001 -0.020 0.150
H -0.69751 -1.93151 -0.76181 0.072 0.137 -0.016
H 2.78192 -0.12697 0.34644 -0.127 -0.023 -0.018
H -0.19994 1.83551 -0.79734 -0.015 -0.088 0.121
H -0.57374 1.98013 0.94241 0.051 -0.097 -0.096
```
Forces are in eV/Å.

Values from the calculation:
SMILES   O[C@@H]1CN=COC1
Orbital gap   10.70 eV
Largest force on an atom   0.5 eV Å⁻¹
2S+1   1
Highest occupied orbital energy   -9.883 eV
Total energy   -361.82860 hartree
LUMO level   0.8 eV

***

Question: largest force on an atom of number 2 (C4H7NO2)?
Answer: 0.6 eV Å⁻¹